15
Properties=species:S:1:pos:R:3:forces:R:3 method="wB97M-V/def2-TZVPD" e_tot_ha=-2559.6525 homo_ev=-6.90 de_lowest_kcal_mol=105.3 lumo_ev=-1.91 multiplicity=1
C -1.544 -0.500 0.840 0.496 2.099 2.652
C -1.560 -0.827 -1.630 3.127 -3.175 1.195
C 3.024 1.633 0.814 -1.313 -0.309 0.958
C -0.924 -1.162 -0.270 -1.006 3.579 -2.071
Se 2.065 0.350 -0.383 0.119 -0.603 -0.499
H -0.973 0.491 1.249 -1.136 -2.428 -1.107
H -1.772 -1.088 1.769 0.339 0.256 -0.947
H -2.426 -0.118 0.372 -1.118 0.498 0.706
H -2.128 0.003 -1.429 -1.442 2.002 -0.550
H -0.746 -0.746 -2.382 -0.759 0.226 0.257
H -2.150 -1.742 -1.856 -0.025 0.575 -0.189
H 2.162 1.759 1.558 1.588 0.702 -0.738
H 3.946 1.316 1.368 -0.960 -0.245 -0.714
H 3.266 2.516 0.197 -0.451 -0.265 0.597
H -0.240 -1.886 -0.218 2.541 -2.912 0.451

15
Properties=species:S:1:pos:R:3:forces:R:3 method="wB97M-V/def2-TZVPD" smiles=C[SiH2]C1CC1 e_tot_ha=-447.7912 homo_ev=-8.84 de_lowest_kcal_mol=27.2 lumo_ev=1.08 multiplicity=1
C 0.902 -1.478 -1.253 0.406 -1.696 -0.532
Si 0.689 -0.933 0.575 1.454 -0.336 -1.696
C -0.805 0.006 0.600 0.645 3.934 1.350
C -0.487 1.792 0.909 -2.727 -3.251 -0.974
C -1.009 1.150 -0.334 0.739 -0.512 -1.336
H -0.080 -1.656 -1.764 0.621 -0.811 0.766
H 1.233 -0.670 -1.962 0.634 -0.628 1.144
H 1.636 -2.438 -1.242 -1.759 2.251 -0.643
H 0.537 -1.900 1.668 0.326 -0.492 -0.083
H 1.943 -0.155 0.639 0.156 0.175 0.678
H -1.505 -0.229 1.352 -1.300 -0.286 0.295
H 0.529 1.979 0.988 1.492 0.594 0.313
H -1.264 2.204 1.555 0.708 -0.024 0.043
H -2.086 1.253 -0.519 0.678 0.601 -0.693
H -0.232 1.077 -1.212 -2.073 0.483 1.368

18
Properties=species:S:1:pos:R:3:forces:R:3 method="wB97M-V/def2-TZVPD" e_tot_ha=-529.9829 homo_ev=-24.60 total_charge=+3 de_lowest_kcal_mol=9.8 lumo_ev=-19.59 multiplicity=1
Al -1.378 -0.301 -2.291 1.754 0.483 2.574
C 0.828 1.669 1.218 -0.860 1.474 0.911
C 0.426 0.955 -0.026 1.022 -2.745 -0.927
C -0.039 -0.502 0.346 -0.546 1.291 0.566
O -0.347 -1.284 -0.847 -1.000 3.424 -0.256
C -0.210 -2.709 -0.679 -0.951 -2.665 -1.099
N -0.620 1.699 -0.702 0.570 -1.205 0.550
H 1.353 2.608 1.046 0.543 -0.214 -0.362
H 1.244 1.051 2.013 0.420 -0.506 -0.185
H -0.055 2.058 1.727 -0.585 0.145 0.472
H 1.232 0.723 -0.722 0.287 0.770 -0.254
H -0.913 -0.379 0.986 -0.385 -0.574 -0.093
H 0.747 -0.988 0.925 0.311 -0.128 -0.435
H -1.175 -3.060 -1.046 0.310 -0.707 -0.414
H -0.207 -3.099 0.339 0.444 0.829 0.314
H 0.653 -3.008 -1.275 -0.132 -0.230 0.209
H -1.333 1.987 -0.047 -1.268 -0.216 0.399
H -0.206 2.582 -0.964 0.068 0.775 -1.967

16
Properties=species:S:1:pos:R:3:forces:R:3 method="wB97M-V/def2-TZVPD" e_tot_ha=-183.6574 homo_ev=-7.81 de_lowest_kcal_mol=118.9 lumo_ev=0.00 multiplicity=1
B 1.986 -1.211 0.200 0.031 2.523 2.096
C -1.350 -0.817 -0.663 -0.375 0.713 -1.748
C 0.466 1.643 -0.364 0.566 -2.028 3.281
C -1.030 -0.257 0.650 2.104 5.247 -0.652
C 0.298 0.569 0.817 0.951 -3.027 -5.822
H 3.121 -1.312 0.804 -1.782 0.091 -0.905
H 1.651 -1.821 -0.737 -0.062 -0.342 -0.298
H -1.715 -0.040 -1.361 0.532 -0.441 0.066
H -2.157 -1.472 -0.558 -1.776 -0.935 0.348
H -0.649 -1.487 -1.130 0.980 0.286 -0.165
H 1.488 1.955 -0.268 0.447 0.575 -0.379
H -0.197 2.429 -0.070 -0.550 0.795 -0.478
H 0.287 1.169 -1.287 -0.359 -0.107 -1.182
H -1.722 0.558 0.908 -0.718 -0.567 0.071
H -1.007 -0.944 1.357 -0.332 -3.190 3.394
H 0.531 1.036 1.702 0.343 0.408 2.374

23
Properties=species:S:1:pos:R:3:forces:R:3 method="wB97M-V/def2-TZVPD" e_tot_ha=-3533.5925 homo_ev="0.63 / -0.38" total_charge=-2 de_lowest_kcal_mol=6.0 lumo_ev="5.38 / 5.36" multiplicity=3
Ti -2.189 0.683 -0.943 1.811 -0.440 0.523
Cl -2.800 2.451 -2.088 -0.754 2.053 -1.298
C -3.638 0.297 0.393 -1.350 -0.350 1.158
C -2.076 -0.895 -2.231 -0.046 -0.877 -0.976
H -4.097 -0.676 0.190 -0.201 -0.052 0.099
H -3.177 0.283 1.389 -0.304 0.065 0.069
H -4.398 1.085 0.311 -0.123 -0.082 0.281
H -3.084 -1.346 -2.166 0.210 -0.088 -0.147
H -1.302 -1.644 -2.037 -0.317 0.054 -0.170
H -1.956 -0.446 -3.234 0.067 -0.324 0.009
Cu 0.503 -0.630 0.086 -1.420 0.600 -0.456
C 0.752 -2.377 -0.728 0.388 -0.356 0.159
C -0.583 0.995 0.395 0.444 -0.068 -0.127
H 0.123 -3.095 -0.181 0.125 -0.186 -0.375
H 0.505 -2.310 -1.794 0.194 -0.396 0.176
H 1.820 -2.581 -0.554 -0.165 -0.363 -0.259
H -0.936 0.881 1.433 0.235 0.393 0.032
H 0.036 1.899 0.256 -0.360 -0.259 0.330
F 2.369 0.535 -0.118 0.713 0.496 1.183
B 2.420 0.779 1.327 -1.520 -0.434 -0.798
F 1.529 -0.283 1.893 1.346 1.101 0.197
F 3.700 0.620 1.807 0.078 0.132 0.123
F 1.849 2.038 1.586 0.949 -0.618 0.268

18
Properties=species:S:1:pos:R:3:forces:R:3 method="wB97M-V/def2-TZVPD" smiles=CB1NCCN1C e_tot_ha=-293.4026 homo_ev=-7.83 de_lowest_kcal_mol=38.3 lumo_ev=0.76 multiplicity=1
C 1.943 -0.331 1.239 1.653 -1.900 -2.334
B 0.786 -0.291 0.230 -1.127 -0.777 -1.845
N 0.565 -1.274 -0.831 -0.998 1.207 0.479
C -0.791 -1.204 -1.454 0.776 -0.575 2.601
C -1.305 0.154 -0.973 1.699 2.047 -0.865
N -0.269 0.646 0.095 -1.479 -1.935 -3.019
C -0.713 1.697 0.868 -0.464 2.813 2.882
H 2.707 -1.098 0.819 -0.991 1.357 0.900
H 1.674 -0.643 2.189 -0.775 -0.930 1.904
H 2.410 0.592 1.397 0.921 1.516 -0.044
H 1.059 -2.074 -1.118 0.902 -0.757 0.166
H -1.382 -2.006 -1.001 -0.208 -0.143 -0.370
H -0.665 -1.374 -2.506 -0.515 0.363 -0.612
H -1.250 0.776 -1.925 0.036 0.087 1.358
H -2.316 0.342 -0.571 0.358 -0.930 -0.120
H -1.070 1.356 1.872 -0.741 0.060 -0.644
H 0.123 2.336 1.281 -0.452 -0.222 -1.094
H -1.504 2.397 0.389 1.405 -1.281 0.657

18
Properties=species:S:1:pos:R:3:forces:R:3 method="wB97M-V/def2-TZVPD" smiles=CN(C)C.BC#N e_tot_ha=-293.2395 homo_ev=-8.43 de_lowest_kcal_mol=140.7 lumo_ev=-1.56 multiplicity=1
C 0.031 0.064 -2.516 -0.080 -0.735 0.257
N 0.581 -1.020 -1.620 0.446 -1.205 -2.484
C -0.380 -2.147 -1.404 -0.011 0.671 -0.562
C 0.703 -0.363 -0.351 -0.137 0.260 0.688
H -0.834 -0.253 -3.115 0.384 -0.157 0.142
H -0.301 0.832 -1.826 -0.560 0.533 -0.314
H 0.737 0.580 -3.168 0.391 -0.564 -0.003
H -1.193 -2.169 -2.151 0.420 0.127 0.245
H 0.035 -3.157 -1.351 0.517 0.301 -0.223
H -0.797 -1.946 -0.431 -0.839 -0.309 0.366
H 0.807 -1.011 0.528 0.432 0.016 -0.448
H 1.399 0.484 -0.342 0.004 -0.353 -0.029
H -0.302 -0.021 -0.421 -0.969 1.422 2.379
B 0.294 1.856 4.109 0.959 -2.284 -1.119
C -0.714 2.496 3.209 -2.577 1.844 -1.753
N -1.497 2.952 2.461 1.806 -1.047 1.685
H -0.012 0.758 4.550 0.093 1.062 0.429
H 1.444 2.065 3.839 -0.278 0.417 0.744

18
Properties=species:S:1:pos:R:3:forces:R:3 method="wB97M-V/def2-TZVPD" e_tot_ha=-334.2999 homo_ev=-9.74 de_lowest_kcal_mol=87.3 lumo_ev=0.36 multiplicity=1
B 0.035 -0.905 0.438 0.075 -0.819 0.114
C -0.623 -0.823 1.894 -2.537 -0.704 -2.150
C 1.510 0.846 -0.958 -0.909 2.128 4.055
C -0.829 1.445 -0.236 -3.779 0.714 -0.379
C 0.112 0.393 -0.549 0.354 -2.165 -3.902
O 0.454 -2.138 -0.056 -0.086 2.744 -1.367
O -0.617 -0.148 -2.134 1.255 1.548 3.271
H -1.059 -1.811 2.000 -0.209 -0.612 -0.099
H -1.547 -0.204 2.020 1.157 0.002 -0.147
H -0.059 -0.807 2.749 1.853 0.713 1.968
H 2.078 1.283 -0.020 -1.166 -0.765 -1.483
H 1.545 1.610 -1.675 -0.488 1.184 -1.037
H 2.097 0.103 -1.288 1.963 -3.024 -1.182
H -0.477 2.330 0.194 1.392 1.517 0.324
H -1.567 1.778 -1.080 1.621 -0.899 1.316
H -1.432 1.078 0.591 -0.674 0.123 -0.293
H 0.713 -2.980 0.264 -0.136 -0.660 1.163
H -0.334 -1.051 -2.155 0.315 -1.026 -0.172

19
Properties=species:S:1:pos:R:3:forces:R:3 method="wB97M-V/def2-TZVPD" e_tot_ha=-399.3104 homo_ev="-5.99 / -8.52" de_lowest_kcal_mol=37.1 lumo_ev="0.61 / 0.20" multiplicity=2
O 0.218 0.665 1.366 -3.707 -1.062 -1.915
Be -1.017 -0.461 1.583 1.547 1.759 0.323
H 1.526 -0.241 1.433 1.467 1.109 -4.566
C 0.114 0.884 -0.233 -3.118 1.375 1.775
C -0.705 -0.252 -0.822 1.224 0.247 -0.688
O -1.718 -0.611 0.121 0.085 0.243 0.288
C -2.661 -1.547 -0.375 -0.584 -0.641 0.005
H 0.783 1.252 -1.032 1.031 -0.732 1.231
H -0.541 1.777 -0.190 -0.309 -0.395 0.014
H -0.071 -1.136 -1.008 -0.202 0.217 0.040
H -1.190 0.057 -1.760 0.119 -0.031 0.238
H -3.345 -1.787 0.446 0.213 0.086 -0.263
H -3.215 -1.105 -1.215 0.204 -0.029 0.275
H -2.155 -2.464 -0.712 -0.075 0.275 0.118
O 1.998 -0.099 0.388 1.610 -2.133 2.882
C 2.822 1.038 0.480 0.422 -0.251 0.524
H 3.841 0.708 0.721 0.044 0.389 -0.130
H 2.839 1.606 -0.466 -0.044 -0.308 0.149
H 2.477 1.718 1.279 0.075 -0.117 -0.299

23
Properties=species:S:1:pos:R:3:forces:R:3 method="wB97M-V/def2-TZVPD" e_tot_ha=-13194.6666 homo_ev=-3.95 total_charge=-1 lumo_ev=2.19 multiplicity=1
C 2.031 -2.120 -0.802 0.572 0.250 0.036
C 3.042 -1.214 -1.531 -0.355 -0.009 0.214
S 3.494 0.317 -0.639 -0.176 0.177 0.293
C 1.894 0.993 -0.017 -0.535 -0.884 -0.336
Ga 0.380 0.999 -1.442 0.457 -0.048 -0.790
P -1.632 0.346 -0.334 0.014 -0.154 1.026
O -1.651 -1.351 -0.441 0.312 0.898 -1.151
Br -3.358 1.136 -1.611 0.075 -0.313 -0.140
H 1.418 -2.655 -1.524 0.008 -0.187 0.036
H 2.601 -2.804 -0.169 -0.200 -0.211 -0.025
H 1.355 -1.581 -0.143 -0.075 0.189 -0.153
H 3.972 -1.775 -1.648 0.143 0.219 0.067
H 2.705 -0.967 -2.532 -0.218 0.120 0.017
H 1.613 0.418 0.873 0.071 0.094 -0.040
H 2.022 2.022 0.312 0.409 0.038 -0.187
H 0.604 -0.101 -2.604 -0.021 0.106 0.170
H 0.266 2.461 -2.089 -0.133 -0.020 0.207
H -1.780 -1.679 0.437 -0.423 -0.229 0.748
C -3.845 1.537 3.297 0.123 -0.031 -0.205
Br -3.825 3.192 2.299 0.006 -0.222 0.084
Br -4.982 0.216 2.461 0.136 0.143 0.056
Br -2.060 0.858 3.580 -0.184 0.080 0.086
H -4.264 1.753 4.268 -0.003 -0.007 -0.014